(1)
# C33H52IN2O34S9

9 unconnected molecules or ions with the total composition C33H52IN2O34S9 (ωB97M-V/def2-TZVPD, OMol25).

Values from the calculation:
- Highest occupied orbital energy: -0.3915 hartree
- E_LUMO: -4.7 eV
- Gap between HOMO and LUMO: 5.948 eV
- Spin multiplicity: 1
- Calculated total energy: -7836.733274 a.u.
- Max |F|: 7.6 eV Å⁻¹
- Total charge: +1

Geometry as XYZ:
```
131
Properties=species:S:1:pos:R:3:forces:R:3
C 3.593781 -1.573110 1.017890 -0.18 -0.71 -0.19
C 4.391277 -2.430617 -0.153146 -1.84 0.33 0.31
S 5.130604 -1.281149 -1.471563 -0.62 0.10 -0.04
C 3.682483 -0.541640 -2.441239 -0.67 -2.63 -0.13
O 3.073043 0.622449 -1.790402 1.95 3.65 -0.88
C 3.831717 1.833704 -2.009304 4.84 -1.11 -2.97
O 4.998066 1.790991 -2.637803 -6.66 0.49 3.55
C 3.339710 3.333875 -1.568404 -2.02 2.12 1.49
C 4.125689 4.631235 -2.108217 -3.18 0.82 2.42
C 3.588587 6.088013 -1.661327 -0.34 -4.28 0.23
N 2.418090 6.210893 -0.741606 1.23 -4.03 -1.43
C 1.647598 5.058132 -0.209577 1.37 -1.11 -1.72
C 0.393443 5.382747 0.766660 1.07 0.65 1.11
C 1.041727 5.852297 2.214746 0.58 -0.06 0.24
C 1.881327 4.645156 2.945283 0.59 1.10 -0.35
I 0.607634 3.366983 4.218636 0.61 0.68 -0.71
C 2.066575 3.528687 -0.611756 1.24 2.42 -0.77
C 1.125632 2.362423 -0.007235 -2.89 -3.52 1.79
C -0.437312 2.132788 -0.436103 2.91 -1.85 2.71
C -1.189971 0.952322 0.325147 1.44 1.02 -0.27
N -0.737841 0.028264 1.363987 3.42 3.47 -2.07
C 0.661483 0.161480 1.768977 -1.30 2.96 -2.82
C 1.578992 1.290611 1.124279 -1.28 0.44 -0.85
H 2.465409 -1.684031 0.771998 1.91 0.50 0.50
H 3.751665 -2.033997 2.077231 -0.16 0.73 -1.94
H 3.904404 -0.455485 1.048676 -0.48 -2.04 -0.20
H 3.588831 -3.064803 -0.739917 1.84 0.92 1.43
H 5.194547 -3.111867 0.343074 -1.28 1.40 -1.44
H 3.951575 -0.380965 -3.558765 -0.16 0.11 2.24
H 2.856782 -1.383916 -2.431732 1.39 1.99 0.07
H 5.057017 4.505523 -2.811645 -2.14 0.31 1.60
H 4.140272 7.033951 -2.080142 -1.51 -1.92 1.18
H 2.101134 7.166822 -0.482048 0.18 -0.69 0.01
H -0.230460 6.278966 0.377324 1.13 -1.66 0.36
H -0.285187 4.476855 1.011135 1.35 1.38 -0.99
H 1.801061 6.713250 2.032227 -1.36 -1.57 0.26
H 0.215953 6.299852 2.927481 1.56 -1.14 -1.53
H 2.429899 3.949180 2.196786 -1.10 1.21 1.25
H 2.684178 5.121668 3.642881 -1.60 -0.99 -1.18
H -0.936693 2.812147 -1.253557 0.99 -1.75 1.95
H -2.311830 0.803264 -0.009632 2.50 0.29 0.89
H 1.060589 -0.568456 2.601808 -0.83 1.73 -1.97
H 2.687252 1.358005 1.505923 -2.40 -0.14 -0.81
C -2.838676 -2.600874 -1.051595 0.65 -0.20 -0.72
C -2.429966 -1.732391 -2.236132 0.13 0.35 0.59
O -3.405627 -1.994036 -3.243586 -0.53 -0.58 0.32
S -4.833132 -2.315187 -2.527646 0.17 0.19 -0.38
O -5.613970 -1.102060 -2.529601 4.45 0.35 -3.85
O -5.326797 -3.567151 -3.037504 0.34 1.57 0.34
O -4.266641 -2.556055 -1.021888 -0.53 0.66 -0.94
H -2.533574 -3.640694 -1.201344 -0.27 0.84 -0.26
H -2.426234 -2.233930 -0.109054 -0.26 -0.04 -0.07
H -1.427904 -1.968486 -2.599310 -0.24 -0.08 -0.14
H -2.483386 -0.668372 -1.982450 0.10 0.01 -0.01
C 6.935255 -6.851746 2.356759 0.60 -0.34 -0.14
C 7.349379 -5.983318 1.174501 0.21 0.41 0.54
O 6.368338 -6.231585 0.168953 -0.73 -0.54 0.30
S 4.940078 -6.540863 0.887117 -0.30 -0.21 0.04
O 4.168020 -5.324091 0.896924 0.59 -1.44 -0.01
O 4.432655 -7.785649 0.373606 0.41 1.58 0.36
O 5.509576 -6.792764 2.390368 -0.33 0.54 -0.89
H 7.229514 -7.894389 2.202526 0.03 0.10 0.01
H 7.353897 -6.492396 3.299374 -0.30 0.00 -0.10
H 8.347840 -6.228171 0.807554 -0.27 -0.07 -0.15
H 7.307399 -4.920171 1.432307 0.08 -0.08 0.05
C -1.512623 -0.082765 5.201307 0.34 -0.30 -0.45
C -1.944920 -1.520664 5.463646 -0.52 0.18 -0.41
O -1.556385 -1.785880 6.810326 0.39 0.88 0.40
S -1.660156 -0.408896 7.672864 -0.13 -0.08 0.47
O -2.921977 -0.406446 8.367934 1.54 0.18 -0.60
O -0.401039 -0.190652 8.334886 -1.46 -0.31 -0.54
O -1.770932 0.619686 6.416267 -0.23 -0.61 0.60
H -0.439060 -0.024871 4.996047 -0.05 -0.03 -0.05
H -2.064871 0.369738 4.374630 0.01 0.05 0.26
H -1.473081 -2.228718 4.779773 0.06 0.02 0.30
H -3.032883 -1.623263 5.399394 0.09 0.03 -0.09
C -5.734664 2.649756 -2.635635 -0.45 -0.45 -0.66
C -4.638633 1.750948 -3.195092 -0.41 -0.60 0.58
O -3.604790 2.641062 -3.614195 0.09 1.40 0.42
S -3.597002 3.940498 -2.635668 -0.89 -0.17 -0.74
O -2.584891 3.737740 -1.628015 -0.87 0.71 -0.79
O -3.664749 5.124893 -3.450074 0.57 -1.21 1.10
O -5.050787 3.698233 -1.947928 1.39 0.14 -0.07
H -6.325928 3.098436 -3.439692 0.04 -0.07 0.06
H -6.398269 2.114839 -1.952653 0.23 0.17 0.05
H -4.985794 1.142539 -4.031976 0.23 0.19 0.06
H -4.228281 1.099025 -2.417740 -0.18 -0.02 -0.12
C -3.781785 -7.180373 0.806561 -0.42 -0.30 -0.63
C -2.682777 -8.072684 0.241730 -0.26 -0.46 0.56
O -1.654598 -7.176498 -0.176734 -0.20 1.19 0.29
S -1.650189 -5.879418 0.806108 0.29 -0.73 0.34
O -0.635520 -6.077134 1.809413 -1.11 0.68 -1.11
O -1.727623 -4.692380 -0.006522 0.87 -1.81 1.47
O -3.102146 -6.131087 1.495614 1.09 0.08 -0.22
H -4.376807 -6.732045 0.004977 0.02 -0.08 0.05
H -4.441472 -7.720107 1.489471 0.22 0.23 0.07
H -3.029356 -8.679987 -0.596446 0.20 0.27 -0.03
H -2.267428 -8.725290 1.016253 -0.10 0.01 -0.06
C -9.514132 0.129133 -0.301357 -0.70 -0.03 0.20
C -9.442530 -1.126478 0.559903 0.25 0.37 0.41
O -9.113061 -2.179411 -0.343898 -0.14 0.49 -0.79
S -8.176419 -1.582005 -1.535590 0.35 -0.80 0.14
O -6.800153 -1.854229 -1.208977 -5.87 -1.31 3.27
O -8.765819 -1.937908 -2.799121 0.89 0.28 1.39
O -8.460939 -0.003795 -1.255798 0.48 -0.77 0.10
H -10.462227 0.180545 -0.845379 0.05 0.00 0.09
H -9.383160 1.040587 0.286140 0.19 -0.12 -0.20
H -10.385081 -1.336404 1.068941 0.11 -0.15 -0.24
H -8.638663 -1.052129 1.299357 -0.10 0.07 0.00
C 3.360809 11.532955 0.144690 0.58 0.57 0.32
C 4.230149 10.527311 0.890261 0.30 0.02 -0.69
O 3.373814 9.956074 1.878310 -1.20 0.07 -0.18
S 1.853512 9.911407 1.299738 0.12 1.43 0.53
O 1.609081 8.589204 0.775641 -0.11 0.91 0.21
O 0.984440 10.546397 2.253260 0.92 -1.39 -1.19
O 2.074397 10.921516 0.044238 -0.15 -1.24 0.59
H 3.253374 12.460739 0.714681 0.05 -0.09 -0.06
H 3.753188 11.761057 -0.848721 -0.27 -0.15 0.08
H 5.099646 10.993737 1.356945 -0.27 -0.13 0.16
H 4.562011 9.723415 0.225252 0.06 0.10 0.00
C 3.713944 -5.441509 -5.273385 0.66 0.24 -0.18
C 4.339521 -5.412334 -3.883802 0.12 -0.78 -0.14
O 3.607930 -4.418998 -3.167187 -0.90 0.51 -0.56
S 2.071246 -4.401666 -3.705982 -0.09 -0.60 0.15
O 1.270105 -5.192222 -2.806988 0.62 1.20 -1.07
O 1.733681 -3.051231 -4.075299 0.20 -1.13 0.67
O 2.313212 -5.265575 -5.063125 -0.21 0.34 1.04
H 4.073756 -4.608812 -5.885547 0.02 -0.08 0.04
H 3.906057 -6.382924 -5.792704 -0.28 0.11 0.12
H 5.402098 -5.163774 -3.910629 -0.23 0.21 0.11
H 4.202852 -6.369026 -3.369602 0.06 0.04 -0.08
```
Forces are in eV/Å.


(2)
# C6H23O6Ti

A molecular structure, C6H23O6Ti (ωB97M-V/def2-TZVPD, OMol25).

Values from the calculation:
- Highest occupied orbital energy (spin up / spin down): -0.3727 / -0.4901 hartree
- E_LUMO (spin up / spin down): -3.2 / -9.5 eV
- Gap between HOMO and LUMO (spin up / spin down): 6.951 / 3.857 eV
- Spin multiplicity: 5
- Calculated total energy: -1542.754092 a.u.
- Max |F|: 2.8 eV Å⁻¹
- Total charge: +1

Geometry as XYZ:
```
36
Properties=species:S:1:pos:R:3:forces:R:3
Ti 1.136654 -1.064045 -2.453502 0.26 0.22 0.39
O -0.102446 -0.247895 -0.758012 -0.74 -0.75 -0.26
H -0.939516 -0.410325 -1.234952 0.52 0.30 -0.37
C -2.651626 1.513085 -1.887232 -0.22 0.17 -0.41
O -1.769476 2.071435 -0.926602 -0.13 -0.17 0.16
H -2.668096 0.423395 -1.907462 -0.23 -0.28 0.57
H -3.647956 1.906065 -1.684742 0.05 -0.20 -0.14
H -2.365936 1.739705 -2.914432 0.07 0.57 -0.07
H -1.089716 1.412435 -0.767722 0.25 0.08 0.01
C 0.270784 2.312255 1.706538 -0.23 -1.62 0.03
O 0.810724 0.993465 1.524818 0.43 1.14 1.48
H 0.438824 2.662675 2.724908 0.43 -0.06 -0.32
H 0.632414 2.964905 0.911948 0.14 0.27 -0.03
H -0.797816 2.179885 1.537228 -0.57 0.41 -0.12
H 0.388614 0.561475 0.778628 -0.34 -0.34 -1.12
C 0.956084 2.405275 -2.496722 -1.36 1.00 -0.44
O 1.565474 1.378365 -1.796612 2.36 -1.49 -0.35
H 0.774484 3.236715 -1.815662 -0.19 0.17 -0.15
H 1.506194 2.794485 -3.353452 0.45 -0.43 0.20
H 0.005444 2.020595 -2.866062 -0.28 0.46 -0.22
H 0.913034 0.853025 -1.327622 -0.76 0.45 0.64
C -2.136916 -0.915455 1.991718 0.11 -0.29 -0.76
O -2.283926 -1.170295 0.626628 -1.53 -0.68 0.78
H -2.045126 0.158835 2.151658 -0.23 0.38 0.28
H -2.917556 -1.411775 2.568218 -0.06 0.31 -0.29
H -1.171546 -1.322785 2.292138 0.71 -0.11 0.34
H -1.537406 -0.890065 0.092048 0.97 0.47 0.33
C 2.585564 -3.685455 1.424408 0.25 -0.24 0.12
C 2.020774 -2.393795 0.910388 1.99 0.44 1.32
O 0.935204 -2.640415 0.119948 -1.89 -0.51 -1.45
H 2.790144 -4.364055 0.596308 -0.06 -0.15 0.14
H 1.878274 -4.119215 2.131298 -0.09 -0.26 -0.24
H 3.503734 -3.537915 1.992988 0.08 0.16 -0.16
H 2.741464 -1.814815 0.332888 0.54 0.03 0.06
H 1.784004 -1.797535 1.791588 -0.31 0.35 0.09
H 0.487184 -1.802245 -0.015502 -0.39 0.21 -0.02
```
Forces are in eV/Å.